(1)
DFT (the ωB97M-V functional and the def2-TZVPD basis) results for C24H64N5O9Zn as an isolated structure.

Charge = +1
Electronic energy = -3682.4472 hartree
Orbital gap = 1.64 eV

Cartesian coordinates (Å):
Zn 5.408 0.664 -0.223
O -0.250 -0.130 -0.307
C 1.058 -0.064 -0.028
O 1.965 -0.884 -0.230
O 1.593 0.998 0.253
H -0.508 0.792 -0.376
C -0.861 6.682 3.888
C -1.565 7.461 5.006
C -1.271 6.862 6.422
O -1.001 8.796 5.025
H -1.032 7.064 2.881
H -1.152 5.632 3.880
H 0.222 6.636 3.995
H -2.634 7.616 4.865
H -1.893 7.403 7.136
H -0.211 6.812 6.669
H -1.610 5.829 6.502
H -1.730 9.347 5.319
C -0.218 -1.848 -7.734
C 0.119 -0.492 -7.138
C 0.433 0.627 -8.182
O 1.053 1.725 -7.509
C 1.508 2.790 -8.301
N -1.054 0.014 -6.391
H -0.472 -2.601 -6.988
H 0.581 -2.341 -8.287
H -1.078 -1.869 -8.404
H 0.906 -0.468 -6.384
H -0.466 0.909 -8.731
H 1.109 0.225 -8.937
H 0.835 3.032 -9.123
H 2.473 2.597 -8.769
H 1.607 3.646 -7.632
H -1.143 -0.534 -5.548
H -0.912 0.961 -6.070
C 7.101 5.812 -2.589
C 6.503 4.404 -2.516
C 6.937 3.455 -3.653
O 6.418 2.143 -3.438
C 6.680 1.278 -4.528
N 6.842 3.776 -1.246
H 6.764 6.467 -3.392
H 8.188 5.792 -2.664
H 6.877 6.251 -1.617
H 5.420 4.524 -2.510
H 8.025 3.481 -3.711
H 6.621 3.966 -4.562
H 7.757 1.193 -4.670
H 6.239 1.729 -5.417
H 6.280 0.288 -4.308
H 6.546 4.301 -0.435
H 7.852 3.789 -1.235
C 1.676 -6.715 5.785
C 2.632 -6.083 4.745
C 4.035 -6.730 4.620
O 4.692 -6.799 5.895
C 6.039 -7.181 5.640
N 2.000 -6.057 3.479
H 1.600 -7.800 5.714
H 0.681 -6.270 5.794
H 2.225 -6.545 6.711
H 2.864 -5.058 5.031
H 4.559 -6.189 3.833
H 3.951 -7.751 4.248
H 6.102 -8.146 5.137
H 6.462 -7.354 6.629
H 6.641 -6.466 5.079
H 2.543 -5.455 2.876
H 1.110 -5.592 3.590
C -7.031 2.169 -0.633
C -5.523 2.561 -0.548
C -4.923 3.330 -1.771
O -3.454 3.389 -1.691
C -2.887 4.416 -2.425
N -5.438 3.346 0.685
H -7.592 3.076 -0.858
H -7.420 1.642 0.238
H -7.170 1.505 -1.486
H -4.880 1.684 -0.471
H -5.352 4.331 -1.812
H -5.255 2.991 -2.752
H -2.959 5.335 -1.842
H -3.256 4.571 -3.439
H -1.837 4.209 -2.633
H -5.462 2.592 1.357
H -4.513 3.740 0.779
C -4.872 -5.942 1.188
C -5.313 -5.331 2.474
C -5.488 -6.344 3.619
O -5.955 -5.676 4.767
C -6.444 -6.563 5.741
N -4.275 -4.439 2.912
H -3.957 -6.525 1.290
H -4.589 -5.182 0.460
H -5.558 -6.617 0.676
H -6.265 -4.892 2.178
H -4.513 -6.752 3.884
H -6.209 -7.057 3.220
H -7.365 -7.090 5.493
H -6.641 -5.959 6.627
H -5.686 -7.235 6.142
H -3.981 -3.837 2.156
H -4.613 -3.797 3.614

(2)
DFT (the ωB97M-V functional and the def2-TZVPD basis) results for C24H64O8 as an isolated structure.

Charge = 0
Electronic energy = -1553.7617 hartree
Orbital gap = 8.51 eV

Cartesian coordinates (Å):
C 22.583 -8.954 -10.990
C 23.781 -8.152 -10.429
C 24.698 -7.710 -11.557
O 23.350 -6.949 -9.752
H 21.685 -8.810 -10.390
H 22.672 -10.039 -10.946
H 22.356 -8.701 -12.026
H 24.338 -8.726 -9.688
H 25.174 -8.552 -12.060
H 25.492 -7.086 -11.149
H 24.021 -7.133 -12.188
H 23.033 -7.292 -8.914
C 25.160 -2.146 -8.421
C 24.694 -2.315 -9.850
C 23.501 -1.428 -10.130
O 25.773 -2.060 -10.771
H 25.955 -2.844 -8.157
H 24.377 -2.218 -7.667
H 25.563 -1.139 -8.317
H 24.353 -3.351 -9.833
H 23.748 -0.378 -9.973
H 22.727 -1.634 -9.391
H 23.066 -1.509 -11.127
H 25.381 -2.246 -11.627
C 22.362 -4.914 -12.294
C 22.657 -3.378 -12.392
C 21.435 -2.438 -12.118
O 23.670 -3.035 -11.587
H 23.297 -5.472 -12.341
H 21.539 -5.139 -12.972
H 22.050 -5.110 -11.268
H 23.029 -3.331 -13.416
H 20.508 -2.810 -12.556
H 21.782 -1.414 -12.253
H 21.236 -2.514 -11.049
H 24.412 -3.600 -11.816
C 24.653 -6.329 -14.951
C 24.457 -4.850 -15.411
C 23.029 -4.350 -15.099
O 25.438 -4.076 -14.910
H 23.851 -7.002 -15.253
H 24.624 -6.331 -13.861
H 25.599 -6.759 -15.280
H 24.561 -4.876 -16.496
H 22.777 -4.327 -14.039
H 22.322 -5.101 -15.452
H 22.748 -3.363 -15.468
H 25.415 -3.260 -15.414
C 29.044 -4.060 -9.262
C 28.271 -2.887 -9.938
C 27.542 -3.267 -11.175
O 27.271 -2.403 -9.009
H 28.358 -4.888 -9.087
H 29.627 -3.780 -8.385
H 29.836 -4.319 -9.964
H 28.939 -2.077 -10.233
H 26.639 -3.824 -10.924
H 28.156 -3.852 -11.861
H 27.313 -2.451 -11.860
H 26.557 -2.095 -9.574
C 31.268 -6.801 -11.131
C 30.277 -6.078 -11.955
C 28.871 -5.937 -11.265
O 30.640 -4.744 -12.100
H 32.030 -7.213 -11.792
H 30.742 -7.575 -10.572
H 31.719 -6.109 -10.420
H 30.169 -6.537 -12.938
H 29.033 -5.523 -10.270
H 28.286 -6.846 -11.122
H 28.144 -5.304 -11.773
H 30.066 -4.349 -12.760
C 26.664 -5.192 -12.900
C 25.221 -4.878 -12.497
C 24.932 -4.804 -11.004
O 24.788 -3.659 -13.081
H 26.711 -5.294 -13.984
H 27.028 -6.178 -12.610
H 27.397 -4.467 -12.545
H 24.681 -5.750 -12.867
H 25.422 -3.886 -10.679
H 25.402 -5.606 -10.436
H 23.857 -4.751 -10.829
H 24.868 -3.818 -14.024
C 27.170 -2.695 -14.891
C 26.249 -2.457 -16.151
C 26.274 -3.645 -17.173
O 24.961 -2.197 -15.750
H 28.216 -2.804 -15.176
H 26.901 -3.564 -14.291
H 26.913 -1.985 -14.105
H 26.641 -1.548 -16.608
H 25.926 -3.306 -18.149
H 25.665 -4.502 -16.885
H 27.284 -4.019 -17.341
H 24.995 -1.573 -15.022

What did we get for HOMO energy? Answer: -0.3906 -0.3007 Eh, in the order shown.
What did we get for F_max? Answer: 2.62 9.05 eV Å⁻¹, in the order shown.